{"formula": "C32H40F24O16", "method": "the ωB97M-V functional and the def2-TZVPD basis", "symbols": ["C", "C", "O", "C", "O", "C", "F", "F", "F", "H", "H", "H", "H", "H", "C", "C", "O", "C", "O", "C", "F", "F", "F", "H", "H", "H", "H", "H", "C", "C", "O", "C", "O", "C", "F", "F", "F", "H", "H", "H", "H", "H", "C", "C", "O", "C", "O", "C", "F", "F", "F", "H", "H", "H", "H", "H", "C", "C", "O", "C", "O", "C", "F", "F", "F", "H", "H", "H", "H", "H", "C", "C", "O", "C", "O", "C", "F", "F", "F", "H", "H", "H", "H", "H", "C", "C", "O", "C", "O", "C", "F", "F", "F", "H", "H", "H", "H", "H", "C", "C", "O", "C", "O", "C", "F", "F", "F", "H", "H", "H", "H", "H"], "positions_angstrom": [[6.236311, 1.122167, 10.388454], [4.901924, 0.843413, 9.655941], [4.321773, 2.071670, 9.182699], [3.580067, 2.852514, 10.032004], [3.337598, 2.586863, 11.231900], [3.281355, 4.221779, 9.357188], [2.031025, 4.553227, 9.650188], [4.103256, 5.217079, 9.808202], [3.404320, 4.209934, 8.000221], [7.013302, 1.403572, 9.677685], [6.599278, 0.159520, 10.748543], [6.180772, 1.904205, 11.145702], [4.141615, 0.291092, 10.208172], [5.135575, 0.254248, 8.769156], [14.495969, 2.688094, 24.126983], [15.963888, 3.199360, 24.176072], [16.847810, 2.403432, 23.400446], [17.239320, 1.197967, 23.804605], [16.918310, 0.673871, 24.844675], [18.233424, 0.549102, 22.870572], [18.175801, -0.770113, 22.946158], [18.078756, 0.841369, 21.588342], [19.437662, 0.843633, 23.271983], [14.107892, 2.598146, 23.112389], [13.817770, 3.410665, 24.580914], [14.350376, 1.752284, 24.666575], [16.369353, 3.379954, 25.171609], [15.935015, 4.172691, 23.686284], [27.710155, 14.632550, 14.120779], [27.276078, 14.086465, 15.500179], [26.378503, 12.947372, 15.479501], [26.809268, 11.703382, 15.303924], [27.992632, 11.354684, 15.240716], [25.627055, 10.707276, 15.093233], [26.022299, 9.508556, 15.580433], [24.543423, 11.086875, 15.787451], [25.353797, 10.541321, 13.811960], [26.802325, 14.855237, 13.560109], [28.200891, 13.845231, 13.548594], [28.337493, 15.512575, 14.262550], [26.785468, 14.847386, 16.107118], [28.111927, 13.669391, 16.061854], [4.955614, 11.842374, 13.826875], [5.753516, 10.639103, 14.234984], [4.957298, 9.892467, 15.225083], [5.561275, 8.849651, 15.923030], [6.711347, 8.419985, 15.758398], [4.658233, 8.257859, 17.000912], [4.550299, 6.942211, 16.744249], [5.175324, 8.447590, 18.232554], [3.409291, 8.763079, 16.968565], [5.509560, 12.382834, 13.059302], [4.836056, 12.530526, 14.663692], [4.006687, 11.607870, 13.344572], [6.639231, 10.996858, 14.759990], [6.138364, 10.108584, 13.364028], [23.496581, 4.132187, 28.115384], [22.333045, 4.926149, 27.461385], [22.486517, 5.166403, 26.118236], [23.258341, 6.188325, 25.793212], [23.720407, 7.034138, 26.583977], [23.645652, 6.128743, 24.284783], [23.228839, 7.186209, 23.629011], [24.957431, 6.057164, 24.206171], [23.143880, 5.040771, 23.671953], [24.435512, 4.675719, 28.010151], [23.601985, 3.172869, 27.608725], [23.476994, 3.868323, 29.172779], [22.046997, 5.814990, 28.023736], [21.392313, 4.375646, 27.452926], [12.632670, 3.248185, 16.404402], [12.879055, 4.537745, 17.145113], [14.330758, 4.712971, 17.303824], [14.690235, 5.874254, 18.069106], [13.870068, 6.535993, 18.719812], [16.228720, 6.024078, 18.105493], [16.827721, 4.922748, 17.675799], [16.661446, 7.026390, 17.336391], [16.573401, 6.319870, 19.381268], [11.584324, 2.949740, 16.402613], [13.143054, 2.449062, 16.941999], [12.881404, 3.224247, 15.343434], [12.544888, 4.521534, 18.182492], [12.562082, 5.382794, 16.533940], [14.096857, 13.488420, 17.356380], [15.208369, 14.000988, 18.294595], [15.153883, 15.334914, 18.724864], [15.184683, 16.427659, 17.783757], [15.369670, 16.323418, 16.565944], [15.049808, 17.888003, 18.373719], [16.165693, 18.546752, 18.018286], [14.049731, 18.500043, 17.697611], [14.864183, 17.848987, 19.722918], [13.829196, 14.201981, 16.577096], [13.168836, 13.251209, 17.876581], [14.473553, 12.536880, 16.981187], [16.189887, 13.952494, 17.823021], [15.361994, 13.360113, 19.162803], [10.350596, -6.820909, 25.929011], [11.630580, -6.098769, 25.433082], [11.566543, -5.752998, 24.050107], [12.562592, -5.016218, 23.444255], [13.578967, -4.682260, 24.006216], [12.298608, -4.622352, 21.983161], [10.963712, -4.453075, 21.879672], [13.065008, -3.570464, 21.632851], [12.755006, -5.582794, 21.192823], [10.341592, -6.813305, 27.018956], [10.447906, -7.891911, 25.751252], [9.513367, -6.289259, 25.476805], [12.460537, -6.777342, 25.630081], [11.698347, -5.206267, 26.055134]], "atomic_forces_ev_per_a": [[-0.403, -0.489, -0.660], [0.636, 0.190, 0.401], [-1.306, 1.468, 0.529], [1.743, -2.140, 2.944], [0.459, 1.139, -4.461], [0.050, 0.720, -0.692], [-0.060, 0.164, 0.026], [-0.597, -1.222, -0.165], [-0.034, -0.263, 1.270], [-0.235, 0.308, -0.237], [-0.119, 0.114, 0.607], [-0.167, -0.382, 0.177], [0.246, 0.159, 0.402], [-0.213, 0.235, -0.140], [0.369, 0.024, 0.506], [-1.675, 0.413, -0.033], [0.807, -0.491, -0.995], [-1.576, 0.627, 1.929], [0.319, 0.283, -0.877], [-0.237, -1.277, -0.607], [-0.746, -0.990, 0.273], [-0.094, 0.779, -0.408], [1.723, 1.237, 0.297], [0.448, -0.186, -0.153], [0.260, 0.211, 0.261], [0.152, -0.043, -0.146], [-0.163, -0.482, 0.115], [0.415, -0.096, -0.167], [-1.084, -1.166, 0.600], [1.237, -0.642, 0.319], [-1.287, -0.175, -0.752], [3.051, 0.306, -0.536], [-3.009, 0.649, 0.157], [0.944, -0.553, 1.527], [-0.311, 0.468, -0.225], [0.160, -0.101, -0.638], [-0.348, 0.318, -0.226], [0.060, 0.452, -0.029], [0.380, 0.161, 0.144], [-0.061, -0.130, -0.130], [-0.165, -0.200, -0.159], [0.431, 0.614, -0.051], [-0.112, 0.356, -0.388], [0.512, 0.466, 0.911], [1.151, -1.946, 0.531], [2.932, 1.224, -2.054], [-3.439, 1.368, 0.367], [-0.949, -0.273, 0.048], [0.171, 0.299, 0.459], [-0.318, -0.187, -0.841], [0.694, -0.078, 0.236], [0.247, 0.011, 0.022], [-0.312, -0.123, -0.032], [-0.121, -0.150, 0.360], [0.112, -0.162, 0.099], [-0.568, -0.809, 0.281], [0.241, 0.066, -0.877], [-1.506, -1.109, 3.227], [1.150, 0.724, -1.948], [1.528, 2.043, 2.094], [-1.416, -2.465, -2.690], [-0.556, -0.725, 0.459], [-0.285, 0.813, -0.296], [0.879, 0.050, -0.059], [-0.013, 0.217, 0.245], [-0.007, 0.102, -0.245], [0.058, 0.043, -0.221], [-0.874, 0.455, 0.055], [0.605, 0.354, -0.151], [0.193, -0.571, 0.407], [-0.157, -0.776, 0.318], [1.025, 0.225, -0.191], [1.013, 2.729, 1.091], [-3.896, -1.545, 0.464], [2.980, -1.651, -2.246], [-0.072, 0.474, 0.378], [0.106, -0.008, 0.525], [-0.303, 0.145, -0.020], [0.054, -0.518, -0.749], [-0.214, 0.379, 0.354], [0.184, -0.125, -0.256], [0.532, 0.348, 0.172], [-0.796, 0.167, -0.385], [-0.458, 0.158, 0.553], [0.186, 0.167, 0.895], [1.032, -0.705, -1.547], [-1.103, 4.487, -0.719], [0.741, -2.794, -1.892], [-0.664, 0.009, 3.810], [0.048, -1.357, -0.447], [-0.357, -0.172, 1.013], [0.261, -0.385, 1.319], [0.114, 0.793, -1.752], [0.434, -0.217, -0.157], [0.065, 0.119, 0.309], [-0.106, 0.138, -0.449], [-0.055, -0.429, -0.695], [-0.596, 0.341, 0.313], [1.217, 0.141, -0.652], [-0.123, -0.406, 1.388], [0.200, 0.739, -1.888], [0.783, -0.407, 3.080], [-1.044, -0.343, -0.713], [0.472, -0.314, 0.839], [1.006, 0.508, -1.048], [-1.522, 0.221, 0.518], [-0.767, -0.894, -0.506], [-0.139, 0.667, 0.024], [-0.613, 0.074, -0.786], [-0.352, -0.603, 0.265], [0.356, 0.403, -0.170], [0.522, 0.215, -0.352]], "e_above_lowest_kj_mol": 422.7, "multiplicity": 1, "charge": 0, "homo_lumo_gap_ev": 11.58, "smiles": "CCOC(=O)C(F)(F)F.CCOC(=O)C(F)(F)F.CCOC(=O)C(F)(F)F.CCOC(=O)C(F)(F)F.CCOC(=O)C(F)(F)F.CCOC(=O)C(F)(F)F.CCOC(=O)C(F)(F)F.CCOC(=O)C(F)(F)F", "e_lumo_ev": 0.376, "energy_ev": -131811.035}